(1)
ORCA calculation (ωB97M-V/def2-TZVPD) on a structure of composition C46H39Br3ClN4OPrSSb at a distorted geometry.

Output
E, a.u.: -11408.13200
Relative energy (zero: lowest compared OMol25 entry of this formula, charge and spin), eV: 0.000
Multiplicity: 3
Gap between HOMO and LUMO (alpha / beta), eV: 5.633 / 5.630
Total charge: +1
F_max, hartree/bohr: 0.052
E_HOMO (alpha / beta), eV: -8.5 / -8.4
Expectation value of S²: 2.003

```
97
Properties=species:S:1:pos:R:3:forces:R:3
Pr -0.488 1.282 -1.047 -1.9 -0.1 -0.1
C -0.513 5.048 -2.689 0.7 -0.3 -0.9
C -1.209 5.021 -1.376 -0.7 -0.9 1.6
C -1.814 6.203 -0.900 -0.5 0.7 0.8
C -2.334 6.272 0.401 0.5 -0.2 -1.3
C -2.281 5.120 1.223 0.3 0.2 -0.2
C -2.744 5.111 2.561 -0.1 -0.3 0.8
Br -3.748 6.571 3.227 0.1 0.1 0.0
C -2.538 4.046 3.407 -0.3 0.3 -0.9
C -1.898 2.897 2.893 0.4 0.8 -1.0
Br -1.660 1.538 4.155 0.3 -0.6 0.0
C -1.394 2.823 1.571 -0.6 0.4 1.0
O -0.697 1.784 1.155 -0.1 0.3 -0.8
C -1.648 3.966 0.693 -0.3 -0.2 0.2
N -1.227 3.904 -0.615 1.1 0.5 0.0
H 0.059 5.997 -2.818 -0.5 -0.6 0.2
H -1.218 4.984 -3.536 0.2 0.0 0.4
H 0.212 4.209 -2.793 -0.5 0.5 0.1
H -1.858 7.054 -1.606 0.1 -0.4 0.8
H -2.722 7.202 0.835 0.0 -0.4 -0.5
H -2.899 4.065 4.441 0.2 0.0 -0.5
C 3.837 4.672 1.346 -0.5 0.2 1.0
C 3.384 3.769 0.242 0.3 -0.7 -0.9
C 4.245 3.500 -0.857 -1.2 0.0 1.0
C 3.801 2.764 -1.939 -0.4 -0.2 0.1
C 2.502 2.245 -1.880 0.6 1.1 0.1
Br 1.852 1.282 -3.420 -0.1 0.3 0.6
N 1.679 2.481 -0.868 1.0 -0.3 -0.1
C 2.121 3.178 0.206 0.0 0.2 -0.2
H 4.909 4.891 1.280 -0.3 0.0 0.0
H 3.631 4.238 2.356 0.2 0.3 -0.8
H 3.268 5.629 1.300 0.5 -0.6 0.0
H 5.248 3.871 -0.779 0.3 0.2 -0.4
H 4.409 2.637 -2.821 0.1 -0.2 0.0
H 1.410 3.249 1.041 0.3 0.1 -0.4
Cl -4.391 -2.782 -6.192 -0.3 -0.9 -0.4
C -3.734 -1.467 -5.346 0.7 2.4 1.0
C -2.427 -0.997 -5.614 -0.3 0.1 0.8
C -1.935 0.143 -4.956 -1.0 0.0 0.2
C -2.732 0.869 -4.026 0.3 -0.9 0.6
C -2.069 1.893 -3.172 0.1 -0.8 0.2
C -4.079 0.412 -3.797 1.8 0.1 -0.6
C -4.555 -0.715 -4.454 0.3 -0.4 -0.4
H -1.733 -1.547 -6.246 -0.4 0.0 -0.2
H -0.920 0.509 -5.162 -0.4 -0.3 0.0
H -1.255 2.362 -3.726 0.0 0.4 -0.2
H -2.777 2.628 -2.805 -0.1 0.4 0.1
H -4.675 0.969 -3.083 -0.2 -0.2 -0.1
H -5.588 -1.025 -4.274 0.4 -0.1 -0.2
S 1.332 -0.932 -0.691 0.2 -0.1 0.5
Sb 1.676 -2.454 1.037 0.6 -0.7 -0.5
C 3.657 -2.205 1.914 -0.2 -0.4 -0.9
C 3.777 -1.234 2.880 -0.5 0.4 0.9
C 4.980 -1.009 3.556 0.0 -0.2 -0.9
C 6.081 -1.790 3.202 -0.2 0.1 0.3
C 5.988 -2.753 2.192 -0.7 0.4 0.3
C 4.789 -2.939 1.509 -0.5 -0.1 -0.1
C 1.824 -4.168 -0.220 0.0 -0.2 0.2
C 2.347 -4.105 -1.513 0.5 0.5 -0.3
C 2.474 -5.258 -2.298 -0.3 0.6 0.6
C 2.041 -6.478 -1.781 0.5 -0.1 -0.3
C 1.533 -6.546 -0.487 0.0 0.0 -0.2
C 1.420 -5.396 0.289 -0.1 -0.1 0.0
C 0.313 -3.031 2.635 0.4 0.7 -0.6
C 0.755 -3.045 3.950 -0.2 -0.4 -0.1
C -0.122 -3.428 4.965 -0.4 0.1 -0.5
C -1.467 -3.692 4.658 0.2 0.3 0.2
C -1.912 -3.615 3.344 0.2 -0.2 -0.1
C -1.000 -3.317 2.329 -1.0 0.1 -0.8
H 2.871 -0.683 3.154 0.5 0.1 0.1
H 5.034 -0.196 4.272 0.1 -0.3 0.1
H 7.016 -1.668 3.743 -0.1 0.0 -0.2
H 6.830 -3.386 1.992 0.3 -0.1 -0.3
H 4.736 -3.645 0.672 -0.1 0.1 0.5
H 2.728 -3.146 -1.909 -0.4 -0.6 0.2
H 2.917 -5.143 -3.281 -0.1 -0.3 0.0
H 2.178 -7.391 -2.373 -0.2 0.4 0.3
H 1.245 -7.511 -0.095 -0.1 0.0 0.1
H 1.007 -5.449 1.290 0.0 -0.2 0.0
H 1.784 -2.802 4.107 0.5 0.1 0.6
H 0.200 -3.497 5.993 0.2 0.1 0.0
H -2.172 -3.887 5.471 0.3 -0.1 -0.3
H -2.956 -3.801 3.091 0.3 0.1 0.1
H -1.356 -3.276 1.287 0.1 0.0 0.5
N -1.938 -2.302 -1.855 0.1 0.6 0.3
C -2.665 -1.781 -0.826 -0.3 0.2 0.0
C -3.822 -2.503 -0.383 0.9 0.2 -0.2
C -4.441 -2.114 0.773 0.0 0.5 0.0
C -3.922 -1.000 1.473 0.3 0.1 -0.1
C -2.830 -0.317 0.956 -1.0 -0.8 -0.5
N -2.262 -0.614 -0.253 0.1 -1.1 0.6
H -2.310 -3.078 -2.379 0.2 0.2 0.0
H -0.993 -1.966 -2.029 -0.5 -0.2 0.0
H -4.106 -3.388 -0.953 -0.1 0.2 0.2
H -5.309 -2.666 1.140 0.2 0.2 -0.1
H -4.367 -0.637 2.397 0.1 -0.2 -0.1
H -2.387 0.484 1.519 0.0 0.2 -0.1
```
Forces are in eV/Å.

=====

(2)
ORCA calculation (ωB97M-V/def2-TZVPD) on an isolated molecule of C21H28N2O4.

Output
E, a.u.: -1227.49947
Relative energy (zero: lowest compared OMol25 entry of this formula, charge and spin), eV: 2.282
Gap between HOMO and LUMO, eV: 8.551
SMILES: CCOc1ccc(NC(=O)NCCc2ccc(OCC)c(OCC)c2)cc1
Total charge: 0
F_max, hartree/bohr: 0.011
E_HOMO, eV: -7.8

```
55
Properties=species:S:1:pos:R:3:forces:R:3
C -6.611 1.994 0.950 0.3 -0.1 0.2
C -5.654 1.840 2.129 -0.4 0.2 0.0
O -4.613 0.920 1.870 0.2 -0.2 -0.1
C -3.574 1.279 1.066 0.2 -0.1 -0.1
C -3.351 2.546 0.537 -0.2 -0.1 0.3
C -2.247 2.781 -0.263 0.2 -0.2 -0.1
C -1.340 1.768 -0.555 -0.4 -0.1 0.2
N -0.228 2.050 -1.356 0.3 0.4 0.1
C 0.386 1.279 -2.316 -0.4 0.2 -0.1
O 1.456 1.623 -2.785 0.5 0.1 -0.2
N -0.311 0.198 -2.749 -0.3 -0.2 0.0
C 0.307 -0.819 -3.564 0.1 -0.2 -0.1
C 0.546 -2.125 -2.785 0.0 0.2 0.0
C 1.104 -1.866 -1.411 -0.2 -0.2 0.1
C 0.524 -2.425 -0.289 0.1 0.0 -0.2
C 1.012 -2.140 0.981 0.1 0.1 0.3
C 2.067 -1.263 1.151 0.1 0.1 0.0
O 2.593 -0.865 2.345 0.1 0.1 -0.4
C 2.157 -1.475 3.538 -0.1 -0.3 0.4
C 2.734 -2.876 3.732 -0.1 0.4 -0.2
C 2.663 -0.678 0.009 0.1 0.0 0.2
O 3.666 0.201 0.264 -0.2 -0.3 0.2
C 4.248 0.925 -0.805 0.3 0.2 -0.4
C 5.338 0.133 -1.523 -0.3 0.1 0.3
C 2.191 -1.010 -1.248 0.1 0.0 0.1
C -1.543 0.508 0.008 0.0 0.2 0.0
C -2.647 0.270 0.797 -0.3 0.1 0.0
H -6.096 2.390 0.079 0.0 0.1 -0.1
H -7.419 2.669 1.220 -0.1 0.1 0.0
H -7.032 1.026 0.689 -0.1 -0.1 0.0
H -6.185 1.412 2.983 0.1 0.1 -0.1
H -5.246 2.813 2.431 0.0 -0.1 0.0
H -4.024 3.364 0.738 -0.1 0.0 0.0
H -2.086 3.770 -0.667 0.0 0.1 -0.1
H 0.181 2.968 -1.256 0.1 -0.2 -0.1
H -1.179 -0.033 -2.292 0.0 0.1 0.0
H -0.327 -1.022 -4.434 0.2 0.0 0.0
H 1.249 -0.395 -3.914 -0.1 -0.1 0.0
H -0.397 -2.668 -2.688 0.0 -0.1 0.0
H 1.232 -2.749 -3.364 -0.1 -0.1 -0.1
H -0.319 -3.095 -0.389 -0.1 -0.1 0.0
H 0.531 -2.598 1.831 0.0 0.0 0.1
H 2.525 -0.814 4.328 -0.1 -0.1 -0.1
H 1.061 -1.494 3.590 0.1 0.1 0.0
H 3.820 -2.830 3.709 0.1 0.0 0.0
H 2.416 -3.276 4.691 0.0 -0.1 0.1
H 2.403 -3.544 2.941 0.0 -0.1 0.0
H 3.481 1.267 -1.509 0.0 0.0 0.1
H 4.692 1.802 -0.325 -0.1 -0.1 -0.1
H 4.931 -0.767 -1.979 0.0 -0.1 -0.1
H 6.108 -0.162 -0.814 0.1 0.0 0.0
H 5.785 0.749 -2.298 0.1 0.1 -0.1
H 2.646 -0.581 -2.123 0.1 0.2 -0.1
H -0.816 -0.276 -0.142 0.1 -0.1 0.0
H -2.808 -0.702 1.236 0.0 -0.1 0.1
```
Forces are in eV/Å.

=====

(3)
ORCA calculation (ωB97M-V/def2-TZVPD) on a cluster of 10 separate species, C54H131N3O24 in total at a distorted geometry.

Output
E, a.u.: -4105.37398
Relative energy (zero: lowest compared OMol25 entry of this formula, charge and spin), eV: 1.361
Gap between HOMO and LUMO, eV: 9.242
SMILES: COC[C@H](C)N.COC[C@H](C)N.COC[C@H](C)N.COCCOCCOC.COCCOCCOC.COCCOCCOC.COCCOCCOC.COCCOCCOC.COCCOCCOC.COCCOCCOC
Total charge: 0
F_max, hartree/bohr: 0.068
E_HOMO, eV: -8.8

```
212
Properties=species:S:1:pos:R:3:forces:R:3
C 0.136 1.970 -1.792 -0.9 -0.1 -0.1
O -0.390 0.805 -1.154 1.0 0.1 2.1
C -0.374 0.949 0.323 -1.0 -0.8 0.0
C -0.249 -0.454 1.040 1.9 0.7 0.4
C -1.094 -1.478 0.496 -1.5 -2.0 -2.4
N -0.484 -0.486 2.492 0.3 2.0 0.3
H -0.167 1.908 -2.837 0.1 0.0 0.0
H 1.218 2.096 -1.736 0.1 -0.2 0.2
H -0.365 2.837 -1.364 0.1 0.4 0.0
H 0.343 1.660 0.734 0.8 -0.2 -0.6
H -1.297 1.451 0.615 -0.7 -0.2 -0.1
H 0.787 -0.741 0.857 0.3 -0.1 0.1
H -0.986 -2.482 0.906 0.4 0.2 0.7
H -0.834 -1.671 -0.545 -0.6 0.3 -0.5
H -2.141 -1.216 0.650 -0.2 0.0 -0.5
H -1.343 0.033 2.610 -0.3 0.3 0.5
H -0.739 -1.412 2.806 0.2 -0.4 -0.2
C 1.278 5.255 -3.546 0.2 -0.5 0.2
O 0.782 4.188 -4.328 -1.2 0.2 -0.7
C 1.489 3.949 -5.543 -0.4 -0.2 0.3
C 0.720 2.989 -6.540 0.1 -1.6 1.1
C 0.740 1.517 -6.075 0.7 -0.1 1.3
N 1.270 2.979 -7.889 0.2 0.8 0.3
H 0.535 5.665 -2.861 -0.4 -0.5 0.0
H 1.583 6.132 -4.117 0.4 -0.2 -0.4
H 2.076 4.814 -2.950 0.5 0.6 0.2
H 1.732 4.898 -6.021 -0.4 0.3 -0.4
H 2.465 3.582 -5.222 0.3 -0.7 -0.4
H -0.362 3.108 -6.487 0.1 1.3 -0.5
H 0.273 1.466 -5.091 -0.1 0.0 0.2
H 1.749 1.138 -5.912 0.3 0.1 -0.1
H 0.243 0.749 -6.668 -0.2 0.6 -0.5
H 2.228 2.686 -7.766 0.3 -0.6 -0.2
H 1.421 3.932 -8.187 -0.4 0.4 -0.4
C -3.572 1.540 -7.111 0.8 -0.1 1.3
O -4.476 1.897 -6.083 -0.7 -0.3 0.4
C -4.776 3.236 -5.779 0.6 1.1 -0.4
C -3.923 3.918 -4.696 0.4 -0.7 0.4
C -2.447 4.095 -4.877 -0.1 0.5 -0.9
N -4.032 3.204 -3.481 -0.8 -1.0 1.8
H -3.994 1.366 -8.101 -0.2 0.6 0.0
H -3.155 0.587 -6.785 -0.1 -0.3 -0.1
H -2.702 2.194 -7.042 0.0 0.4 -0.8
H -4.781 3.886 -6.654 -0.1 -0.1 -0.5
H -5.766 3.290 -5.325 -0.3 -0.4 -0.4
H -4.376 4.871 -4.422 -0.1 0.5 -0.8
H -1.878 3.165 -4.859 -0.2 -0.2 -0.3
H -2.065 4.652 -4.020 0.1 0.4 -0.4
H -2.370 4.595 -5.842 1.0 0.3 0.1
H -5.021 3.038 -3.359 -0.2 -0.4 0.7
H -3.595 2.295 -3.539 0.1 -0.2 -0.1
C 7.626 -0.031 -5.413 0.3 1.2 0.0
O 6.756 -1.104 -5.427 -0.7 -1.5 -0.5
C 5.914 -1.146 -4.305 -0.8 -0.4 1.3
C 4.830 -2.259 -4.198 0.7 0.8 -1.9
O 3.790 -1.969 -5.149 0.3 -0.8 0.5
C 2.976 -3.087 -5.516 -1.7 0.7 0.3
C 1.990 -3.574 -4.405 2.0 0.5 -0.3
O 0.972 -2.629 -4.164 -0.2 0.4 0.0
C 1.345 -1.515 -3.355 0.1 0.2 0.1
H 8.441 -0.087 -6.135 -0.3 -0.7 -0.2
H 8.116 0.111 -4.449 -0.1 0.0 0.4
H 7.080 0.875 -5.675 -0.1 0.4 0.2
H 5.373 -0.217 -4.127 0.0 0.5 -0.3
H 6.528 -1.304 -3.418 0.3 0.1 0.3
H 4.450 -2.292 -3.177 0.0 0.2 0.1
H 5.327 -3.207 -4.409 -0.2 -0.4 -0.2
H 3.566 -3.861 -6.008 0.0 -0.2 0.2
H 2.201 -2.710 -6.183 0.6 0.4 -0.8
H 2.663 -3.734 -3.562 -0.6 -0.2 0.8
H 1.542 -4.521 -4.704 -0.1 0.1 0.1
H 0.523 -0.850 -3.090 -0.8 -0.9 0.1
H 1.979 -0.768 -3.832 0.7 -0.6 -0.3
H 1.785 -1.912 -2.440 0.2 0.3 0.2
C 4.202 -2.192 4.465 -0.4 -1.2 0.0
O 2.859 -2.724 4.705 1.3 0.5 0.3
C 2.044 -2.793 3.557 1.2 0.1 -1.0
C 2.502 -3.960 2.605 -1.8 1.0 1.2
O 1.913 -3.776 1.339 0.3 -0.6 0.0
C 2.072 -4.980 0.590 -0.5 0.7 0.4
C 1.228 -4.791 -0.654 0.8 -0.1 -0.5
O 1.467 -5.823 -1.593 -0.9 0.0 -0.4
C 0.943 -7.129 -1.284 0.9 0.9 0.5
H 4.251 -1.207 4.002 -0.5 0.2 0.3
H 4.799 -2.835 3.818 -0.3 -0.3 -0.4
H 4.773 -2.260 5.391 -0.5 0.5 0.3
H 2.079 -1.821 3.066 0.0 0.0 -0.5
H 1.003 -2.930 3.851 0.1 -0.3 0.2
H 2.002 -4.821 3.050 0.5 -0.6 0.2
H 3.578 -4.125 2.555 0.1 0.2 0.0
H 1.756 -5.852 1.162 -0.5 -0.1 0.3
H 3.136 -5.174 0.455 0.2 0.2 -0.8
H 1.498 -3.845 -1.123 0.4 -0.1 -0.2
H 0.179 -4.600 -0.427 -0.3 -0.7 0.3
H 0.759 -7.661 -2.217 0.1 0.1 0.1
H 0.044 -7.116 -0.666 -0.3 0.3 -0.2
H 1.723 -7.597 -0.684 -0.1 -0.7 -0.1
C -1.486 6.075 -0.434 -2.5 0.5 1.0
O -2.933 6.207 -0.768 1.9 1.0 -0.6
C -3.622 5.006 -0.618 -0.8 -0.3 1.7
C -3.893 4.795 0.914 1.6 -1.4 0.1
O -4.251 3.423 1.202 -1.1 -0.2 0.8
C -4.622 3.134 2.575 0.7 -0.5 0.3
C -4.558 1.572 2.840 -1.1 -0.2 -1.0
O -4.859 1.183 4.151 0.2 1.5 1.3
C -5.283 -0.128 4.412 0.5 0.0 0.2
H -1.505 6.116 0.655 0.6 -0.9 0.2
H -0.925 6.992 -0.614 -0.3 -0.2 -1.2
H -1.141 5.139 -0.873 0.5 0.3 0.1
H -3.083 4.185 -1.089 -0.1 -0.3 0.2
H -4.602 5.106 -1.085 0.2 0.0 -0.4
H -4.527 5.575 1.335 -0.6 -0.2 -0.2
H -2.947 4.870 1.450 0.3 0.6 0.0
H -5.531 3.646 2.889 -0.7 -0.5 -0.5
H -3.951 3.549 3.326 0.9 0.2 -0.3
H -3.576 1.195 2.556 0.3 0.2 -0.2
H -5.294 1.025 2.250 0.0 0.3 -0.8
H -6.241 -0.378 3.956 -0.1 0.0 -0.3
H -5.383 -0.216 5.494 -0.2 0.2 0.0
H -4.514 -0.857 4.159 0.0 -0.2 -0.5
C 0.911 5.242 2.943 -0.5 0.2 -0.7
O 2.108 4.672 2.507 1.1 -0.5 -0.4
C 2.629 3.750 3.438 -0.4 0.2 0.5
C 1.691 2.580 3.754 0.0 0.7 1.0
O 0.676 3.083 4.724 2.9 0.7 -1.0
C -0.132 2.117 5.267 -0.4 -2.2 -0.8
C 0.622 0.852 5.758 0.3 0.7 0.4
O -0.161 0.158 6.674 -1.3 -0.2 0.3
C 0.556 -0.857 7.342 -1.0 0.1 0.1
H 0.955 5.648 3.954 0.1 0.0 0.1
H 0.136 4.476 2.901 -0.4 0.3 0.1
H 0.720 6.035 2.220 -0.3 0.1 0.2
H 2.824 4.326 4.343 -0.2 -0.2 0.6
H 3.630 3.435 3.142 -0.2 -0.3 -0.6
H 2.281 1.751 4.146 0.1 0.2 0.7
H 1.294 2.102 2.858 -0.8 0.5 -0.2
H -0.731 1.841 4.399 -1.0 -0.7 0.4
H -0.758 2.494 6.076 0.2 0.3 -0.1
H 1.520 1.122 6.314 0.5 0.6 -0.2
H 0.935 0.203 4.940 -0.1 -0.1 -0.3
H 1.032 -1.476 6.581 0.6 -0.2 0.4
H -0.171 -1.433 7.914 -0.1 -0.3 -0.3
H 1.177 -0.429 8.129 0.8 0.0 -0.4
C -7.022 -1.529 0.108 0.1 0.2 -1.0
O -6.282 -1.094 -1.067 -1.3 -0.6 0.4
C -5.057 -0.503 -0.757 1.2 0.5 -0.3
C -4.242 -0.010 -1.998 -1.0 -1.7 -0.1
O -3.828 -1.139 -2.771 -0.4 0.0 -0.1
C -3.200 -0.890 -4.009 1.1 -1.1 0.0
C -2.230 -2.020 -4.306 -0.2 0.0 0.6
O -2.897 -3.186 -4.663 0.4 -1.6 -1.2
C -1.931 -4.248 -4.935 -1.5 -0.3 1.3
H -7.159 -0.712 0.816 0.2 0.1 0.1
H -6.611 -2.408 0.603 0.7 0.1 0.0
H -8.014 -1.863 -0.196 0.0 0.3 -0.4
H -4.477 -1.209 -0.164 0.4 0.0 0.1
H -5.220 0.409 -0.182 0.0 0.2 0.4
H -3.336 0.521 -1.707 -0.1 0.4 0.4
H -4.933 0.597 -2.583 0.1 0.4 -0.1
H -2.555 -0.012 -3.990 -0.2 0.6 0.1
H -3.815 -0.906 -4.908 -0.9 0.6 0.3
H -1.673 -2.272 -3.403 0.7 0.5 0.0
H -1.628 -1.739 -5.170 0.6 0.4 0.2
H -1.720 -4.733 -3.982 0.4 0.1 0.4
H -0.966 -3.981 -5.365 -0.3 0.5 -0.3
H -2.454 -5.040 -5.471 0.1 0.4 -0.5
C -1.271 -4.898 2.975 0.2 0.1 1.4
O -1.854 -3.799 3.647 -0.6 0.4 1.9
C -2.231 -4.157 5.033 -0.4 -0.9 -1.5
C -3.026 -3.102 5.731 0.0 0.5 -0.1
O -2.965 -3.414 7.135 0.8 0.1 -0.5
C -3.117 -2.345 8.066 -1.6 1.5 -2.7
C -3.863 -2.784 9.258 1.4 -0.6 1.7
O -3.016 -3.579 10.102 -0.7 -0.9 0.2
C -2.966 -4.963 9.778 1.0 -0.2 0.3
H -0.515 -5.314 3.642 0.6 -0.1 -0.1
H -0.794 -4.512 2.074 -0.4 -0.4 -0.2
H -1.988 -5.716 2.910 -0.2 0.0 -0.9
H -1.396 -4.479 5.655 0.4 0.2 -0.3
H -2.966 -4.961 4.993 0.5 -0.8 -0.3
H -4.050 -3.174 5.365 -0.4 0.1 0.3
H -2.680 -2.148 5.335 0.4 0.6 1.0
H -3.791 -1.661 7.550 -0.7 0.4 0.0
H -2.285 -1.646 8.144 0.8 -0.8 0.7
H -4.786 -3.296 8.986 0.0 -0.2 -0.1
H -4.088 -1.961 9.937 -0.2 0.4 -0.5
H -3.933 -5.438 9.608 -0.2 0.3 -0.4
H -2.527 -5.538 10.593 -0.1 0.5 0.6
H -2.237 -5.147 8.990 -0.5 0.0 -0.6
C 4.941 -2.703 0.116 0.3 0.7 -1.0
O 4.301 -1.531 0.593 -1.2 -0.6 -0.2
C 4.698 -0.325 -0.044 0.4 0.7 0.3
C 3.637 0.806 -0.069 -0.5 1.2 0.9
O 3.883 1.984 -0.920 0.5 -3.3 -0.6
C 4.509 3.109 -0.403 -1.2 1.7 0.1
C 5.959 3.173 -0.042 0.1 -0.6 1.7
O 6.206 2.658 1.282 0.3 -0.6 -0.4
C 7.584 2.712 1.657 -0.4 -0.5 0.2
H 4.889 -3.524 0.832 0.0 0.4 0.1
H 5.961 -2.498 -0.210 0.6 0.1 0.8
H 4.581 -3.034 -0.858 -1.0 -0.2 0.0
H 5.006 -0.472 -1.079 0.3 -0.2 -0.1
H 5.494 -0.013 0.631 0.6 0.7 -0.8
H 3.505 1.217 0.932 0.2 -0.1 0.4
H 2.628 0.461 -0.295 0.2 -0.3 -0.6
H 3.799 3.502 0.325 0.5 0.3 0.8
H 4.438 3.831 -1.216 -0.1 0.1 -0.3
H 6.314 4.196 0.081 -0.2 0.3 -1.1
H 6.471 2.605 -0.819 0.6 0.0 0.0
H 8.265 2.626 0.810 -0.1 0.0 -0.2
H 7.764 1.861 2.314 0.0 0.0 0.0
H 7.847 3.607 2.220 -0.2 0.3 -0.1
```
Forces are in eV/Å.